C11H22BN5O3S | ωB97M-V with the def2-TZVPD basis set

Atoms and positions in Å:
N: 5.16352 0.61669 0.94940
C: 4.00938 0.21279 1.42373
N: 3.74133 0.27295 2.88740
N: 2.93136 -0.35935 0.61772
C: 2.60591 0.45848 -0.59751
C: 2.65520 2.03229 -0.37775
C: 1.64369 2.58798 0.72870
C: 0.13398 2.52713 0.12321
B: -0.98224 3.00422 1.18846
C: -2.47503 2.40242 1.35810
C: -2.50812 0.95624 0.67505
S: -3.86736 -0.15146 1.26208
C: -3.11218 -1.83822 1.06080
N: -3.56715 -3.09670 1.52135
N: -2.57461 -3.93875 1.10088
C: -1.49945 -3.32802 0.39314
O: -1.89460 -1.96992 0.39998
H: 5.76354 0.97619 1.70500
H: 3.32929 -0.65037 3.09687
H: 4.65886 0.27630 3.35579
H: 3.24627 -1.28734 0.28688
H: 1.54756 0.14980 -0.91737
H: 3.29929 0.12349 -1.43307
H: 2.35108 2.50565 -1.38071
H: 3.68804 2.44075 -0.14494
H: 1.86098 3.68236 0.93342
H: 1.69557 1.92448 1.65324
H: 0.00813 1.47056 -0.27006
H: 0.12203 3.21622 -0.79602
H: -0.68296 3.91896 1.90440
H: -3.28162 3.10344 0.93225
H: -2.64647 2.25762 2.48668
H: -2.45884 1.09773 -0.45109
H: -1.52367 0.43878 0.96338
H: -0.55499 -3.78042 -0.03319
O: -3.74449 -1.63051 -4.09700
C: -2.74278 -2.53637 -4.07392
C: -2.46402 -3.02582 -2.57608
O: -1.44211 -3.91356 -2.55386
H: -1.75546 -2.19792 -4.46159
H: -2.90071 -3.46896 -4.66012
H: -3.44630 -3.38438 -2.19937
H: -2.32982 -2.09544 -1.98427

Output
E_LUMO in eV: 3.7
Kohn-Sham gap in Eh: 0.061
Multiplicity: 1
Total charge: -2
HOMO in Eh: 0.077



C11H22Cl2InO | ωB97M-V with the def2-TZVPD basis set

Atoms and positions in Å:
In: -1.92610 1.18102 0.84550
Cl: -0.05116 2.55703 0.77584
Cl: -1.61989 -0.70219 2.32136
C: -3.82587 2.18485 1.37757
H: -4.59283 1.40616 1.13697
H: -3.98896 2.70217 0.35849
C: -0.97130 -0.89157 -1.52808
C: -1.62351 0.18061 -1.25606
H: -1.12115 -1.86767 -1.04878
C: -1.55449 1.43840 -2.10622
H: -2.57102 0.13623 -0.69388
C: -1.05626 1.16699 -3.51948
H: -2.53443 1.91417 -2.10983
H: -0.89665 2.18966 -1.62766
C: 0.22386 0.36408 -3.45923
H: -1.84637 0.57167 -3.99116
H: -0.91728 2.10191 -4.05931
C: 0.14681 -0.88570 -2.52461
H: 0.50429 0.03608 -4.45909
H: 1.03842 1.00099 -3.08253
H: 0.29902 -1.82747 -3.17141
H: 1.07426 -0.89202 -1.88043
C: 2.51075 -2.50542 1.87785
C: 1.19488 -1.89175 1.46120
O: 1.25081 -0.50364 1.13137
C: 2.05839 0.28282 2.01995
C: 1.57506 0.41835 3.44873
H: 3.30452 -2.26646 1.16607
H: 2.37858 -3.58760 1.90688
H: 2.80619 -2.17142 2.87606
H: 0.76540 -2.36376 0.56582
H: 0.44455 -2.00002 2.25923
H: 3.06973 -0.15856 2.00035
H: 2.02518 1.26819 1.54356
H: 1.48106 -0.54592 3.95625
H: 2.32199 1.00557 3.99145
H: 0.62350 0.95422 3.49727

Output
E_LUMO in eV: 2.9
Kohn-Sham gap in Eh: 0.209
Relative energy (zero: lowest compared OMol25 entry of this formula, charge and spin) in eV: 0.0000
Multiplicity: 1
Total charge: -1
HOMO in Eh: -0.103



C11H22CrIN5 | ωB97M-V with the def2-TZVPD basis set

Atoms and positions in Å:
Cr: -0.10250 -0.06551 -0.05161
N: 1.88982 0.16685 -1.24991
C: 2.69986 1.10316 -0.43452
C: 1.81749 2.23305 0.06251
N: 0.66488 1.71383 0.84594
C: 1.08278 1.40571 2.24330
C: 0.32912 0.20222 2.78117
N: 0.50979 -0.93117 1.83361
C: -0.47071 2.67124 0.83916
C: -1.15430 2.71966 -0.51985
N: -1.48307 1.33474 -0.97627
H: 2.43762 -0.66796 -1.43861
H: 1.72906 0.57676 -2.16747
H: 3.53934 1.51956 -0.99331
H: 3.12270 0.54128 0.39965
H: 1.43434 2.78545 -0.79531
H: 2.39671 2.94073 0.66188
H: 0.93876 2.27464 2.88976
H: 2.15137 1.18707 2.24264
H: -0.74023 0.41008 2.84975
H: 0.67970 -0.04208 3.78480
H: -0.05396 -1.72352 2.13162
H: 1.47339 -1.25715 1.87594
H: -0.13564 3.67290 1.12699
H: -1.18766 2.33993 1.59379
H: -0.51856 3.18440 -1.27069
H: -2.05156 3.33366 -0.44855
H: -1.47191 1.30264 -1.99281
H: -2.44637 1.12336 -0.72755
I: 0.64379 -5.44853 -2.44971
C: -0.68301 -4.01777 -1.75103
C: -2.05785 -4.22728 -1.75587
C: -2.89135 -3.23365 -1.26792
C: -2.33479 -2.06107 -0.79662
N: -1.01080 -1.84457 -0.79369
C: -0.20797 -2.81274 -1.26048
H: -2.47053 -5.15383 -2.13219
H: -3.96343 -3.36819 -1.25113
H: -2.96088 -1.27258 -0.39921
H: 0.85657 -2.61529 -1.23818

Output
E_LUMO (spin up / spin down) in eV: -5.6 / -5.9
Kohn-Sham gap (spin up / spin down) in Eh: 0.330 / 0.321
Multiplicity: 5
Total charge: +2
Expectation value of S²: 6.014
HOMO (spin up / spin down) in Eh: -0.536 / -0.536